No. 1
The following is a quantum chemistry calculation of a molecular structure, C24H44ErO3P2S, from the OMol25 dataset.

Structure (XYZ):
```
75
Properties=species:S:1:pos:R:3
Er -0.36254 -0.19362 2.08095
C -1.95794 -0.89922 3.56955
C -1.55874 -1.95932 2.67485
C 0.30066 -1.32852 3.90055
C -0.81424 -0.46652 4.28615
C -0.15784 -2.24902 2.92385
C -3.35864 -0.41282 3.76785
H -3.95774 -0.51712 2.85935
H -3.38154 0.63528 4.07815
H -3.84554 -1.00332 4.55495
C -0.74854 0.59088 5.34165
H -1.62974 1.23708 5.31155
H 0.13936 1.21348 5.19375
H -0.69344 0.13778 6.34055
C 1.64826 -1.32492 4.54585
H 1.59726 -1.87602 5.49505
H 1.98256 -0.30512 4.74525
H 2.39576 -1.80712 3.91145
C 0.61506 -3.40422 2.36705
H 0.49966 -4.28532 3.01215
H 1.68156 -3.17462 2.30185
H 0.26566 -3.68482 1.36965
C -2.48584 -2.82742 1.87965
H -2.77064 -3.71112 2.46635
H -2.01854 -3.18172 0.95695
H -3.40324 -2.29822 1.61265
C -0.90364 1.71988 1.08835
C -2.02924 0.88378 1.11445
C -2.56584 0.14208 -0.09285
C -1.44644 -0.58372 -0.85655
C -0.33344 -1.04342 0.08145
C 0.86406 -0.31772 0.28755
C 1.11956 1.03648 -0.33515
C -0.06814 2.01368 -0.14755
H -3.10744 0.83898 -0.75185
H -1.02544 0.06618 -1.63025
H -3.30474 -0.58992 0.24995
H -0.71554 2.00408 -1.03195
H -0.82384 2.45238 1.88405
H -2.76894 1.09758 1.88155
H 0.32416 3.03088 -0.06145
H 2.00366 1.46138 0.14375
H 1.75946 -0.88052 0.54485
H 1.34836 0.92348 -1.40655
H -1.85894 -1.45392 -1.37895
H -0.26844 -2.12112 0.20025
P -0.61574 1.19338 -4.46635
C -0.66544 3.04888 -4.45095
C -1.99654 0.86538 -5.65805
P 1.73396 -0.63712 -5.26745
C 0.82756 0.95258 -5.62045
C 1.18536 -1.61552 -6.74655
C 3.42356 -0.14082 -5.84485
H 0.19936 3.43398 -3.90135
H -1.57014 3.38218 -3.93165
H -0.66124 3.46918 -5.46405
H -1.91184 1.48008 -6.56265
H -2.95474 1.07508 -5.17225
H -1.97854 -0.19032 -5.94425
H 3.40606 0.26308 -6.86465
H 4.08836 -1.01002 -5.81655
H 3.82286 0.62088 -5.16885
H 1.50826 1.80768 -5.50725
H 0.47756 0.92798 -6.66175
H 1.75306 -2.55092 -6.79235
H 1.33236 -1.06362 -7.68285
H 0.12546 -1.86982 -6.64485
C 3.56906 1.74708 4.44985
S 2.59346 1.48868 2.93665
O 2.93756 2.60168 1.93625
O 3.03456 0.23168 2.18175
O 0.85856 1.49608 3.04705
H 4.26826 2.59628 4.30565
H 4.14356 0.82908 4.69115
H 2.88506 1.98228 5.29115
```

Calculated values
* net charge: +1
* 2S+1: 4
* Kohn-Sham gap (alpha / beta): 5.9 / 6.0 eV
* E_tot: -88766.235 eV

=====

No. 2
The following is a quantum chemistry calculation of a molecular structure, C24H44MgN9PSe2, from the OMol25 dataset.

Structure (XYZ):
```
81
Properties=species:S:1:pos:R:3
Mg -0.15906 0.08228 -0.11342
C -1.72274 -0.21975 -3.62685
Se -1.77596 -1.24619 -1.98072
C -3.37720 -0.37584 -1.24290
C -3.85333 -1.07833 0.01814
Se -2.36069 -1.51081 1.20679
C -2.98912 -0.70397 2.84819
H -1.76091 0.84185 -3.40222
H -2.56782 -0.51507 -4.24095
H -0.79287 -0.46157 -4.13416
H -4.13508 -0.41690 -2.02333
H -3.11973 0.66515 -1.05507
H -4.38283 -2.00101 -0.20112
H -4.51824 -0.40986 0.56147
H -3.95701 -1.12579 3.10030
H -3.04149 0.37700 2.74753
H -2.25856 -0.96901 3.60869
N 0.46049 2.46168 2.12470
C 0.65803 1.14999 2.55183
N 1.04670 0.82522 3.76417
N 1.09780 -0.53111 3.73975
N 0.75430 -0.97918 2.58192
N 0.48315 0.08604 1.77166
C -0.46642 2.77830 1.13456
N -1.01109 3.96863 1.01705
N -1.83626 3.85275 -0.05364
N -1.78769 2.66381 -0.53812
N -0.89215 1.93299 0.19233
H 0.53260 3.15277 2.85447
C 4.33554 -1.89207 -4.77925
C 3.47576 -0.70528 -5.25211
C 2.48226 -0.25090 -4.16913
C 3.11448 -0.39710 -2.78094
C 3.29550 -1.90640 -2.48059
C 3.56722 -2.72479 -3.75846
P 2.17430 0.48278 -1.47121
C 1.89504 2.21156 -2.09874
C 0.55119 2.37593 -2.83478
C 0.26576 3.86004 -3.04958
C 1.37667 4.54817 -3.88182
C 2.54440 3.60380 -4.16659
C 3.04252 2.88952 -2.90779
C 3.33118 0.69967 -0.04265
C 4.69131 1.39058 -0.33784
C 5.87404 0.45107 -0.11687
C 5.93116 -0.05322 1.33234
C 4.52155 -0.32561 1.89715
C 3.53618 -0.59642 0.76314
H 5.26003 -1.52915 -4.31834
H 4.63868 -2.50368 -5.62985
H 2.92503 -0.97745 -6.15613
H 4.11881 0.13710 -5.52139
H 1.57690 -0.86678 -4.20326
H 2.17227 0.77178 -4.36862
H 4.10111 0.07725 -2.81305
H 2.40175 -2.29398 -1.98262
H 4.12325 -2.04445 -1.78688
H 2.62243 -3.05398 -4.20467
H 4.11499 -3.63226 -3.50191
H 1.76727 2.75278 -1.15370
H -0.26221 1.95031 -2.24842
H 0.56016 1.84699 -3.79088
H 0.17708 4.32524 -2.06521
H -0.70842 3.98659 -3.52242
H 1.74659 5.43025 -3.35338
H 0.97413 4.90932 -4.82940
H 3.37489 4.15552 -4.61059
H 2.24412 2.86445 -4.91556
H 3.54513 3.61884 -2.26801
H 3.80875 2.17183 -3.20341
H 2.75013 1.36573 0.60449
H 4.79907 2.25128 0.32998
H 4.72987 1.79468 -1.34535
H 6.80151 0.96463 -0.37410
H 5.79566 -0.39588 -0.80862
H 6.44546 0.68269 1.95565
H 6.53313 -0.96381 1.37167
H 4.15967 0.53494 2.46937
H 4.53858 -1.16259 2.59442
H 2.59140 -0.95526 1.16095
H 3.93168 -1.39149 0.13156
```

Calculated values
* net charge: 0
* 2S+1: 1
* Kohn-Sham gap: 8.3 eV
* E_tot: -184440.793 eV

=====

No. 3
The following is a quantum chemistry calculation of 7 unconnected molecules or ions with the total composition C24H44N2O15, from the OMol25 dataset.

Structure (XYZ):
```
85
Properties=species:S:1:pos:R:3
C 0.18282 -3.51201 -0.67353
C 0.39482 -2.23701 -1.56353
C 0.52382 -0.92101 -0.79453
O 1.85282 -0.47901 -1.17453
C 2.37182 -1.17901 -2.21553
O 3.35182 -0.85301 -2.93553
O 1.54582 -2.26201 -2.42453
H 0.23082 -4.41101 -1.33953
H -0.73018 -3.46301 -0.03553
H 1.12682 -3.63001 -0.07453
H -0.43818 -2.00301 -2.19453
H 0.34582 -0.97901 0.31447
H -0.30218 -0.29401 -1.10353
C -6.79318 -7.11801 1.47847
O -5.95618 -6.82301 0.37247
C -4.95218 -5.94301 0.54447
O -4.61718 -5.48401 1.82747
O -4.37518 -5.42401 -0.59953
C -3.45418 -4.40601 -0.55453
H -6.15518 -7.78301 2.13647
H -7.69318 -7.65501 1.16647
H -7.11118 -6.14801 2.02647
H -3.06518 -4.13901 -1.51153
H -2.62018 -4.57401 0.02747
H -4.04318 -3.59001 -0.19953
C 0.16882 5.49999 4.18047
O 0.52582 4.48699 3.29447
C -0.17518 4.14499 2.19847
O -1.43818 4.82599 1.85147
O 0.31082 3.10799 1.53147
C -0.47918 2.57499 0.45947
H 0.72282 5.49999 5.07547
H -0.92318 5.33299 4.35547
H 0.25682 6.44299 3.63747
H -0.48318 1.53099 0.46747
H -0.05518 2.81299 -0.44153
H -1.50818 2.85599 0.52447
C -3.27318 0.06099 0.13047
O -2.23018 -0.79701 0.44747
C -2.30318 -1.57301 1.50147
O -3.52918 -1.99001 2.00047
O -1.10418 -1.99301 1.94247
C -1.09918 -2.93801 3.04547
H -2.97418 0.96199 -0.48253
H -3.81918 0.41199 1.01847
H -4.04818 -0.38101 -0.45353
H -1.86818 -3.74501 2.82947
H -1.43818 -2.48301 3.98447
H -0.16918 -3.37101 3.23747
C 0.85982 4.08399 -3.77153
O 0.78782 2.99099 -4.68053
C 0.30582 1.82999 -4.22353
O -0.07818 1.55299 -2.89753
O 0.25582 0.78399 -5.17053
C -0.39818 -0.47501 -4.75453
H 1.30482 4.85899 -4.25453
H 1.38982 3.83999 -2.84153
H -0.11718 4.46999 -3.54653
H 0.22682 -1.05401 -4.10253
H -0.70718 -0.98201 -5.64853
H -1.35818 -0.33801 -4.21953
C 5.26782 2.38899 -3.02153
C 3.92782 2.80299 -2.37453
C 3.82782 2.66099 -0.84653
C 4.93182 3.32399 -0.11053
N 5.75582 3.88499 0.52347
H 5.27482 2.35499 -4.12953
H 5.52682 1.45399 -2.60253
H 6.16782 2.97599 -2.82853
H 3.13982 2.31299 -2.83253
H 3.76082 3.89899 -2.61453
H 3.76382 1.62299 -0.64053
H 2.86082 3.08199 -0.60453
C 3.19282 1.78099 2.63647
C 2.20982 0.58999 2.30447
C 0.99582 0.50299 3.22147
C 1.13882 -0.38801 4.34947
N 1.31882 -1.08701 5.25547
H 3.56282 1.75599 3.67147
H 2.74082 2.72299 2.32147
H 4.08482 1.68199 1.95547
H 2.76382 -0.38601 2.29247
H 1.74382 0.83099 1.32847
H 0.13882 0.19299 2.55447
H 0.74382 1.50599 3.46647
```

Calculated values
* SMILES: C[C@H]1COC(=O)O1.COC(=O)OC.COC(=O)OC.COC(=O)OC.COC(=O)OC.CCCC#N.CCCC#N
* net charge: 0
* 2S+1: 1
* Kohn-Sham gap: 10.5 eV
* E_tot: -59285.981 eV